*w*
Here is C4H7NS3 in the gas phase from OMol25. Energies are from ωB97M-V/def2-TZVPD.

As for the orbital gap: 6.92 eV. For the LUMO energy, the calculation gives -1.17 eV. As for the HOMO energy: -8.08 eV.

Last columns: bonded neighbours and bond lengths (Å).
Element x y z (Å)
1 C -2.0910 -0.4778 1.9207  C2 1.470, H5 1.092, S13 1.615
2 C -1.1444 0.4722 1.3194  C1 1.470, H6 1.092, S14 1.615
3 C 4.1972 -0.1730 -1.8243  C4 1.496, H7 1.095, H8 1.093, H9 1.096
4 C 2.7541 -0.0194 -1.4591  C3 1.496, H10 1.096, N12 1.272
5 H -2.7334 -1.0037 1.2119  C1 1.092
6 H -0.4998 0.9987 2.0258  C2 1.092
7 H 4.6333 -1.0367 -1.3126  C3 1.095
8 H 4.2979 -0.3044 -2.9042  C3 1.093
9 H 4.7683 0.7095 -1.5131  C3 1.096
10 H 2.5236 0.1196 -0.3964  C4 1.096
11 H -0.3062 0.0364 -3.0375  S15 1.336
12 N 1.8567 -0.0531 -2.3599  C4 1.272, S15 1.718
13 S -2.1887 -0.7391 3.5114  C1 1.615
14 S -1.0464 0.7330 -0.2719  C2 1.615, S15 2.098
15 S 0.2366 0.1337 -1.8204  H11 1.336, N12 1.718, S14 2.098

*x*
Here is a 2-piece molecular cluster, C4H7NS3 overall from OMol25. Energies are from ωB97M-V/def2-TZVPD.

As for the orbital gap: 8.29 eV. For the LUMO energy, the calculation gives -0.20 eV. As for the HOMO energy: -8.49 eV.

Last columns: bonded neighbours and bond lengths (Å).
Element x y z (Å)
1 C -1.7102 -0.5132 1.2368  H5 1.188, N12 1.317, S13 1.796
2 C 2.0089 0.2787 0.6853  C3 1.553, H7 1.268, S14 1.804
3 C 2.0877 1.2111 -0.5537  C2 1.553, C4 1.615, H9 1.239, S15 1.849
4 C 2.2096 0.5274 -2.0114  C3 1.615, H10 1.189, H11 1.092, S15 1.857
5 H -0.9883 -0.4216 2.1756  C1 1.188
6 H -1.1318 -0.4721 -0.6184  N12 1.051
7 H 3.1106 -0.3391 0.7994  C2 1.268
8 H 1.9781 1.1177 1.8688  no bonds
9 H 2.9248 2.0981 -0.3356  C3 1.239
10 H 3.1817 0.9261 -2.5669  C4 1.189
11 H 2.1275 -0.5480 -1.8423  C4 1.092
12 N -0.7758 -0.2527 0.3461  C1 1.317, H6 1.051, S14 1.815
13 S -3.4752 -0.8254 1.1279  C1 1.796
14 S 0.8207 -1.0766 0.6016  C2 1.804, N12 1.815
15 S 0.5704 1.3010 -1.6073  C3 1.849, C4 1.857

*y*
Here is C4H7NS3 in the gas phase from OMol25. Energies are from ωB97M-V/def2-TZVPD.

As for the SMILES: CS/C(=N\S)C(C)=S. As for the orbital gap: 7.65 eV. For the LUMO energy, the calculation gives -0.98 eV. As for the HOMO energy: -8.64 eV.

Last columns: bonded neighbours and bond lengths (Å).
Element x y z (Å)
1 C -1.5126 2.0971 0.4854  H5 1.075, H6 1.087, H7 1.076, S13 1.812
2 C 0.2633 0.0734 -0.5120  C3 1.460, N12 1.288, S13 1.834
3 C 1.6821 -0.2067 -0.3100  C2 1.460, C4 1.538, S15 1.609
4 C 1.8816 -1.6154 0.2727  C3 1.538, H9 1.062, H10 1.115, H11 1.111
5 H -1.3698 1.6525 1.4532  C1 1.075
6 H -2.3573 1.5941 0.0213  C1 1.087
7 H -1.6638 3.1530 0.6250  C1 1.076
8 H -2.5267 -1.9873 -0.7210  S14 1.337
9 H 2.9228 -1.7957 0.3763  C4 1.062
10 H 1.3675 -2.3337 -0.4084  C4 1.115
11 H 1.3899 -1.7220 1.2637  C4 1.111
12 N -0.5791 -0.8880 -0.3555  C2 1.288, S14 1.711
13 S -0.1348 1.8571 -0.6664  C1 1.812, C2 1.834
14 S -2.2202 -0.6882 -0.7954  H8 1.337, N12 1.711
15 S 2.8571 0.8098 -0.7290  C3 1.609

Least stable of them? *x*.

*w*
Here is a 2-piece molecular cluster, C5H15NO overall from OMol25. Energies are from ωB97M-V/def2-TZVPD.

Its expectation value of S² is 0.7504. As for the orbital gap (alpha / beta): 2.50 / 8.82 eV. For the LUMO energy (alpha / beta), the calculation gives 3.52 / 3.42 eV. As for the total charge: -1. As for the HOMO energy (alpha / beta): 1.02 / -5.40 eV. Its spin multiplicity is 2.

Last columns: bonded neighbours and bond lengths (Å).
Element x y z (Å)
1 C -1.2083 0.2421 -1.0367  N2 1.458, C6 1.535, H7 1.098, H8 1.116
2 N -0.2516 -0.5486 -0.2715  C1 1.458, C3 1.493, C5 1.462
3 C 1.0758 0.1341 -0.2269  N2 1.493, C4 1.551, H9 1.079, H10 1.101
4 C 1.7562 0.0371 -1.6176  C3 1.551, H11 1.093, H12 1.082, H13 1.091
5 C -0.6617 -0.7045 1.1233  N2 1.462, H14 1.111, H15 1.089, H16 1.095
6 C -2.6672 -0.0957 -0.7011  C1 1.535, H17 1.097, H18 1.097, H19 1.082
7 H -1.1934 0.1475 -2.1305  C1 1.098
8 H -1.0011 1.3363 -0.9595  C1 1.116
9 H 1.5444 -0.4162 0.5743  C3 1.079
10 H 0.9104 1.1819 0.0671  C3 1.101
11 H 1.1069 0.7260 -2.1642  C4 1.093
12 H 2.7356 0.4928 -1.5491  C4 1.082
13 H 1.6692 -0.9581 -2.0554  C4 1.091
14 H -0.9162 0.2712 1.5895  C5 1.111
15 H 0.1618 -1.1452 1.6825  C5 1.089
16 H -1.4635 -1.4368 1.2666  C5 1.095
17 H -3.3779 0.4466 -1.3370  C6 1.097
18 H -2.8700 -1.1410 -0.9634  C6 1.097
19 H -2.9756 0.1529 0.3054  C6 1.082
20 H 2.9029 1.1105 2.6022  O22 0.988
21 H 2.0135 0.0241 3.2482  O22 0.991
22 O 2.7099 0.1431 2.5540  H20 0.988, H21 0.991

*x*
Here is a 2-piece molecular cluster, C5H15NO overall from OMol25. Energies are from ωB97M-V/def2-TZVPD.

Its expectation value of S² is 0.7504. As for the orbital gap (alpha / beta): 2.49 / 9.70 eV. For the LUMO energy (alpha / beta), the calculation gives 3.63 / 3.53 eV. As for the total charge: -1. As for the HOMO energy (alpha / beta): 1.14 / -6.17 eV. Its spin multiplicity is 2.

Last columns: bonded neighbours and bond lengths (Å).
Element x y z (Å)
1 C 2.0147 -0.7937 0.2994  C2 1.525, N6 1.434, H7 1.095, H8 1.088
2 C 0.5262 -0.4851 0.4188  C1 1.525, C3 1.547, H9 1.092, H10 1.100
3 C 0.1541 0.9601 0.0123  C2 1.547, C4 1.535, C5 1.531, H11 1.086
4 C -1.3757 1.0886 -0.0083  C3 1.535, H12 1.087, H13 1.093, H14 1.088
5 C 0.7306 1.9673 1.0116  C3 1.531, H15 1.090, H16 1.089, H17 1.092
6 N 2.5132 -0.7840 -1.0453  C1 1.434, H18 0.986, H19 1.006
7 H 2.2284 -1.7438 0.8006  C1 1.095
8 H 2.6297 -0.0764 0.8392  C1 1.088
9 H -0.0738 -1.2123 -0.1317  C2 1.092
10 H 0.1577 -0.5218 1.4540  C2 1.100
11 H 0.4982 1.1878 -0.9921  C3 1.086
12 H -1.6935 1.9241 -0.6259  C4 1.087
13 H -1.8512 1.0894 0.9758  C4 1.093
14 H -1.8096 0.2023 -0.4659  C4 1.088
15 H 0.4999 3.0028 0.7613  C5 1.090
16 H 1.7996 1.7890 1.1139  C5 1.089
17 H 0.2540 1.8191 1.9824  C5 1.092
18 H 2.0307 -1.2941 -1.7374  N6 0.986
19 H 2.7618 0.0937 -1.4696  N6 1.006
20 H -4.5597 -1.5337 -0.9140  O22 0.971
21 H -3.0059 -1.3888 -1.0054  O22 0.973
22 O -3.7242 -1.8212 -0.5124  H20 0.971, H21 0.973

Least stable of them? *w*.

*w*
Here is an isolated ion of composition C4H10NO and charge -1 from OMol25. Energies are from ωB97M-V/def2-TZVPD.

As for the SMILES: CN[C@@H](C)C[O-]. As for the orbital gap: 6.85 eV. For the LUMO energy, the calculation gives 4.40 eV. As for the total charge: -1. As for the HOMO energy: -2.44 eV.

Last columns: bonded neighbours and bond lengths (Å).
Element x y z (Å)
1 C -1.5668 0.4897 0.7262  N2 1.489, H7 1.090, H8 1.093, H9 1.094
2 N -0.2674 0.0648 1.3161  C1 1.489, C4 1.533, H10 1.018
3 C 0.4365 -1.5883 -0.4169  C4 1.527, H11 1.092, H12 1.085, H13 1.093
4 C 0.7411 -0.2236 0.1979  N2 1.533, C3 1.527, C5 1.516, H14 1.096
5 C 0.7856 0.8995 -0.8187  C4 1.516, O6 1.340, H15 1.136, H16 1.150
6 O 0.6731 2.1426 -0.3313  C5 1.340
7 H -2.3511 0.5295 1.4826  C1 1.090
8 H -1.9139 -0.1366 -0.1000  C1 1.093
9 H -1.3730 1.4807 0.3063  C1 1.094
10 H 0.1551 0.9572 1.5628  N2 1.018
11 H 1.3881 -1.9438 -0.8183  C3 1.092
12 H 0.0648 -2.3247 0.2876  C3 1.085
13 H -0.2628 -1.4863 -1.2505  C3 1.093
14 H 1.6485 -0.2778 0.8108  C4 1.096
15 H 1.8054 0.7867 -1.3055  C5 1.136
16 H 0.0366 0.6306 -1.6491  C5 1.150

*x*
Here is a 2-piece molecular cluster, C4H10NO overall from OMol25. Energies are from ωB97M-V/def2-TZVPD.

As for the orbital gap: 6.78 eV. For the LUMO energy, the calculation gives 4.21 eV. As for the total charge: -1. As for the HOMO energy: -2.57 eV.

Last columns: bonded neighbours and bond lengths (Å).
Element x y z (Å)
1 C -1.0029 0.7442 0.4330  C2 1.460, H5 1.100, H6 1.126, H7 1.170
2 C -0.0903 0.1122 1.3820  C1 1.460, C3 1.411, N4 1.411
3 C 1.2819 0.0672 1.0547  C2 1.411, H8 1.090, H9 1.103
4 N -0.5472 -0.3232 2.6435  C2 1.411, H10 1.018, H11 1.020
5 H -1.3379 1.7313 0.7829  C1 1.100
6 H -1.8871 0.0980 0.1710  C1 1.126
7 H -0.4189 0.8070 -0.5788  C1 1.170
8 H 2.0709 -0.2011 1.7569  C3 1.090
9 H 1.5091 0.3838 0.0223  C3 1.103
10 H -1.4541 -0.7717 2.5282  N4 1.018
11 H 0.0703 -0.9583 3.1482  N4 1.020
12 C 0.3774 -0.3364 -2.6876  O13 1.400, H14 1.146, H15 1.105, H16 1.122
13 O 0.5949 0.7101 -1.7829  C12 1.400
14 H -0.1320 -0.0522 -3.6736  C12 1.146
15 H 1.2345 -0.9318 -3.0501  C12 1.105
16 H -0.2687 -1.0790 -2.1497  C12 1.122

*y*
Here is a 2-piece molecular cluster, C4H10NO overall from OMol25. Energies are from ωB97M-V/def2-TZVPD.

As for the orbital gap: 5.10 eV. For the LUMO energy, the calculation gives 3.31 eV. As for the total charge: -1. As for the HOMO energy: -1.79 eV.

Last columns: bonded neighbours and bond lengths (Å).
Element x y z (Å)
1 C -0.3369 -0.5614 3.0900  O2 1.348, H3 1.121, H4 1.119, H5 1.129
2 O -0.3941 -0.5648 4.4364  C1 1.348
3 H -0.7753 -1.4798 2.6196  C1 1.121
4 H -0.8697 0.3106 2.6330  C1 1.119
5 H 0.7138 -0.5124 2.6789  C1 1.129
6 C 0.1104 -1.3080 -0.3216  C7 1.324, H10 1.085, H11 1.081
7 C -0.2643 -0.1024 -0.7204  C6 1.324, N8 1.413, H12 1.088
8 N -0.3365 0.3487 -2.0570  C7 1.413, C9 1.457, H13 1.012
9 C 0.4135 1.5717 -2.3118  N8 1.457, H14 1.092, H15 1.087, H16 1.097
10 H 0.5079 -2.0385 -1.0192  C6 1.085
11 H 0.1532 -1.5314 0.7351  C6 1.081
12 H -0.6619 0.5744 0.0334  C7 1.088
13 H -0.0518 -0.4045 -2.6699  N8 1.012
14 H 0.1043 2.0055 -3.2653  C9 1.092
15 H 0.1884 2.2799 -1.5178  C9 1.087
16 H 1.4990 1.4126 -2.3434  C9 1.097

*z*
Here is an isolated ion of composition C4H10NO and charge -1 from OMol25. Energies are from ωB97M-V/def2-TZVPD.

As for the SMILES: C[C@H](N)CC[O-]. As for the orbital gap: 6.72 eV. For the LUMO energy, the calculation gives 4.36 eV. As for the total charge: -1. As for the HOMO energy: -2.36 eV.

Last columns: bonded neighbours and bond lengths (Å).
Element x y z (Å)
1 C 1.1470 0.5572 -0.9044  C2 1.539, H7 1.093, H8 1.094, H9 1.093
2 C -0.1871 0.6745 -0.1466  C1 1.539, C3 1.523, N6 1.521, H10 1.088
3 C -0.4122 -0.5456 0.7363  C2 1.523, C4 1.584, H11 1.094, H12 1.092
4 C -0.9004 -1.7532 -0.1651  C3 1.584, O5 1.330, H13 1.133, H14 1.131
5 O -0.0813 -2.1660 -1.1284  C4 1.330
6 N -0.0910 1.9036 0.7438  C2 1.521, H15 1.011, H16 1.021
7 H 1.1417 -0.3437 -1.5225  C1 1.093
8 H 1.3056 1.4631 -1.4977  C1 1.094
9 H 1.9365 0.4570 -0.1550  C1 1.093
10 H -0.9916 0.8324 -0.8611  C2 1.088
11 H 0.5356 -0.8045 1.2166  C3 1.094
12 H -1.2147 -0.3674 1.4547  C3 1.092
13 H -1.2055 -2.5213 0.6098  C4 1.133
14 H -1.8920 -1.3991 -0.5787  C4 1.131
15 H 0.1554 1.5777 1.6681  N6 1.011
16 H 0.7540 2.4353 0.5302  N6 1.021

Least stable of them? *y*.

*w*
Here is an isolated ion of composition C4H10NO and charge -1 from OMol25. Energies are from ωB97M-V/def2-TZVPD.

As for the SMILES: CCCNC[O-]. As for the orbital gap: 6.19 eV. For the LUMO energy, the calculation gives 4.00 eV. As for the total charge: -1. As for the HOMO energy: -2.19 eV.

Last columns: bonded neighbours and bond lengths (Å).
Element x y z (Å)
1 C -0.6061 0.2732 -0.6605  N2 1.442, C5 1.534, H7 1.089, H8 1.093
2 N -1.0256 -0.6349 0.3777  C1 1.442, C3 1.516, H9 1.007
3 C -0.6294 -2.0888 0.2079  N2 1.516, O4 1.298, H10 1.139, H11 1.154
4 O -1.2629 -2.9249 0.9718  C3 1.298
5 C 0.1877 1.5128 -0.2274  C1 1.534, C6 1.524, H12 1.099, H13 1.089
6 C 1.4858 1.0804 0.4431  C5 1.524, H14 1.081, H15 1.086, H16 1.100
7 H -1.4918 0.5602 -1.2263  C1 1.089
8 H 0.0959 -0.3186 -1.2532  C1 1.093
9 H -1.9639 -0.4914 0.7133  N2 1.007
10 H 0.5039 -2.0063 0.2881  C3 1.139
11 H -0.7324 -2.2834 -0.9253  C3 1.154
12 H 0.2820 2.0813 -1.1633  C5 1.099
13 H -0.2463 2.2459 0.4505  C5 1.089
14 H 1.9902 0.2686 -0.0625  C6 1.081
15 H 1.2229 0.8153 1.4633  C6 1.086
16 H 2.1898 1.9107 0.6030  C6 1.100

*x*
Here is a 2-piece molecular cluster, C4H10NO overall from OMol25. Energies are from ωB97M-V/def2-TZVPD.

As for the orbital gap: 6.83 eV. For the LUMO energy, the calculation gives 4.23 eV. As for the total charge: -1. As for the HOMO energy: -2.59 eV.

Last columns: bonded neighbours and bond lengths (Å).
Element x y z (Å)
1 C 2.5413 0.0004 0.5132  C2 1.338, H5 1.085, H6 1.083
2 C 1.2354 -0.2758 0.4226  C1 1.338, N3 1.373, H7 1.096
3 N 0.7278 -1.4974 0.0554  C2 1.373, C4 1.448, H8 1.008
4 C -0.5752 -1.6219 -0.5646  N3 1.448, H9 1.096, H10 1.120, H11 1.095
5 H 3.3052 -0.7312 0.2715  C1 1.085
6 H 2.8527 0.9926 0.8154  C1 1.083
7 H 0.4208 0.4369 0.5921  C2 1.096
8 H 1.4198 -2.1890 -0.1884  N3 1.008
9 H -1.1827 -2.3634 -0.0340  C4 1.096
10 H -1.1034 -0.6395 -0.4613  C4 1.120
11 H -0.5178 -1.8921 -1.6241  C4 1.095
12 C -1.9118 2.1728 -0.3760  O13 1.359, H14 1.114, H15 1.119, H16 1.113
13 O -1.5234 1.0107 0.2110  C12 1.359
14 H -1.8916 3.0411 0.3216  C12 1.114
15 H -1.2595 2.4752 -1.2338  C12 1.119
16 H -2.9421 2.1226 -0.7953  C12 1.113

Least stable of them? *x*.